--- P ---
Molecular formula: C23H29FN2O4
Method: DFT, ωB97M-V/def2-TZVPD

Positions of all 59 atoms, in Å:
C  -5.018  -1.103  -0.888
C  -3.784  -0.908  -0.010
C  -4.171  -0.292  1.339
C  -3.041  -2.227  0.198
C  -1.676  -2.009  0.835
O  -1.200  -2.771  1.649
C  -1.000  -0.841  0.306
C  -1.653  0.048  -0.468
C  -0.881  1.117  -1.219
O  -0.422  0.864  -2.315
N  -0.732  2.295  -0.589
C  -1.202  2.583  0.745
C  -0.025  2.626  1.722
C  1.031  3.610  1.221
C  1.461  3.303  -0.218
C  2.211  1.976  -0.378
C  3.499  1.854  0.441
C  4.136  0.522  0.072
O  5.021  0.410  -0.747
N  3.584  -0.534  0.714
C  3.821  -1.906  0.315
C  2.593  -2.486  -0.340
C  1.977  -1.829  -1.400
C  0.827  -2.329  -1.981
C  0.271  -3.509  -1.512
C  0.865  -4.187  -0.463
C  2.010  -3.664  0.108
F  2.585  -4.333  1.133
C  0.204  3.273  -1.103
O  -2.960  0.048  -0.716
H  -5.699  -1.811  -0.426
H  -5.529  -0.153  -1.023
H  -4.725  -1.477  -1.865
H  -3.296  -0.193  1.979
H  -4.893  -0.929  1.842
H  -4.613  0.689  1.187
H  -2.863  -2.709  -0.768
H  -3.637  -2.901  0.813
H  0.055  -0.736  0.492
H  -1.932  1.833  1.051
H  -1.697  3.561  0.726
H  0.400  1.626  1.815
H  -0.382  2.930  2.707
H  1.896  3.601  1.885
H  0.612  4.619  1.247
H  2.110  4.112  -0.568
H  2.469  1.864  -1.434
H  1.545  1.148  -0.125
H  3.294  1.890  1.512
H  4.187  2.658  0.180
H  2.829  -0.381  1.363
H  4.109  -2.502  1.185
H  4.655  -1.878  -0.394
H  2.412  -0.912  -1.770
H  0.362  -1.785  -2.789
H  -0.623  -3.907  -1.966
H  0.451  -5.103  -0.073
H  0.453  2.988  -2.126
H  -0.280  4.255  -1.109

Its SMILES is CC1(C)CC(=O)C=C(C(=O)N2CCC[C@@H](CCC(=O)NCc3ccccc3F)C2)O1. The molecular weight is 416.5 g mol⁻¹. The calculation puts the LUMO energy at 0.49 eV. Its multiplicity is 1. The charge is 0. Its HOMO-LUMO gap is 9.383 eV.

Table of Löwdin atomic charges, one value per atom, all in e: -0.01, -0.52, 0.00, -0.03, -0.42, 0.09, 0.05, -0.19, -0.39, 0.10, -0.03, -0.13, -0.15, -0.16, -0.28, -0.16, -0.09, -0.52, 0.07, 0.07, -0.10, -0.14, -0.03, -0.08, -0.09, -0.01, -0.23, 0.06, -0.10, 0.05, 0.09, 0.09, 0.09, 0.09, 0.09, 0.09, 0.14, 0.14, 0.12, 0.11, 0.13, 0.11, 0.12, 0.11, 0.12, 0.15, 0.13, 0.09, 0.11, 0.13, 0.14, 0.12, 0.13, 0.12, 0.10, 0.11, 0.12, 0.13, 0.13

--- Q ---
Molecular formula: C23H29FN2O4
Method: DFT, ωB97M-V/def2-TZVPD

Positions of all 59 atoms, in Å:
C  -2.630  -0.578  3.204
O  -1.364  -1.042  2.789
C  -1.115  -1.365  1.492
C  0.218  -1.712  1.251
C  0.659  -2.000  -0.023
C  2.059  -2.454  -0.304
O  2.261  -3.641  -0.503
N  3.055  -1.538  -0.379
C  4.387  -2.037  -0.663
C  3.007  -0.107  -0.120
C  3.159  0.230  1.367
C  3.310  1.741  1.499
C  2.117  2.437  0.850
N  2.031  2.063  -0.550
C  1.077  2.864  -1.306
C  -0.361  2.679  -0.883
C  -0.903  3.383  0.187
C  -2.195  3.146  0.622
C  -2.985  2.205  -0.015
C  -2.483  1.505  -1.098
C  -1.185  1.747  -1.503
F  -0.708  1.053  -2.567
C  1.791  0.634  -0.681
C  -0.242  -2.006  -1.082
C  -1.573  -1.697  -0.862
O  -2.521  -1.678  -1.841
C  -2.128  -1.960  -3.164
C  -2.026  -1.367  0.433
O  -3.356  -1.024  0.628
C  -4.284  -2.074  0.432
H  -3.385  -1.366  3.160
H  -2.959  0.275  2.608
H  -2.491  -0.273  4.242
H  0.881  -1.755  2.101
H  4.761  -1.608  -1.595
H  5.073  -1.787  0.148
H  4.327  -3.119  -0.763
H  3.876  0.314  -0.642
H  2.274  -0.099  1.911
H  4.029  -0.280  1.784
H  3.370  2.027  2.550
H  4.225  2.064  1.000
H  2.250  3.520  0.906
H  1.200  2.167  1.403
H  1.190  2.591  -2.359
H  1.364  3.912  -1.187
H  -0.301  4.133  0.678
H  -2.587  3.703  1.461
H  -3.991  2.012  0.322
H  -3.078  0.770  -1.614
H  1.673  0.393  -1.740
H  0.876  0.339  -0.150
H  0.117  -2.251  -2.067
H  -1.394  -1.234  -3.524
H  -3.037  -1.882  -3.760
H  -1.722  -2.972  -3.255
H  -5.258  -1.657  0.684
H  -4.066  -2.922  1.092
H  -4.291  -2.420  -0.603

Its SMILES is COc1cc(C(=O)N(C)[C@@H]2CCCN(Cc3ccccc3F)C2)cc(OC)c1OC. The molecular weight is 416.5 g mol⁻¹. The calculation puts the LUMO energy at 0.75 eV. Its multiplicity is 1. The charge is 0. Its HOMO-LUMO gap is 9.121 eV.

Table of Löwdin atomic charges, one value per atom, all in e: -0.06, -0.06, -0.18, 0.04, -0.15, -0.41, 0.07, -0.05, -0.02, -0.26, -0.13, -0.17, -0.20, -0.14, -0.13, -0.14, -0.04, -0.08, -0.08, -0.01, -0.22, 0.06, -0.13, 0.04, -0.20, -0.10, -0.07, -0.14, -0.13, -0.06, 0.09, 0.09, 0.10, 0.13, 0.10, 0.09, 0.09, 0.15, 0.10, 0.12, 0.11, 0.12, 0.12, 0.13, 0.12, 0.13, 0.11, 0.10, 0.11, 0.12, 0.14, 0.12, 0.12, 0.09, 0.10, 0.10, 0.10, 0.10, 0.09

Question: which arrangement is favored energetically? Ranking from most to least stable: P, Q.

--- P ---
Molecular formula: C7H12N3O
Method: DFT, ωB97M-V/def2-TZVPD

Positions of all 23 atoms, in Å:
C  -3.621  0.667  -0.136
C  -2.116  0.527  -0.401
O  -1.754  0.295  -1.505
C  -1.157  0.459  0.853
N  0.319  0.074  0.256
N  1.207  0.990  0.205
N  2.311  0.446  -0.205
C  3.511  1.340  -0.294
C  2.187  -0.842  -0.413
C  0.846  -1.123  -0.056
C  0.011  -2.400  0.007
H  -3.888  1.617  0.276
H  -4.053  0.533  -1.131
H  -3.850  -0.165  0.619
H  -1.450  -0.330  1.596
H  -0.873  1.335  1.324
H  3.880  1.341  -1.368
H  3.213  2.268  0.265
H  4.378  0.881  0.248
H  2.986  -1.575  -0.549
H  0.144  -2.735  0.948
H  -1.063  -2.179  -0.119
H  0.274  -2.999  -0.777

Its SMILES is CC(=O)C[n+]1nn(C)cc1C. The molecular weight is 154.2 g mol⁻¹. The calculation puts the LUMO energy at -2.93 eV. Its multiplicity is 1. The charge is +1. Its HOMO-LUMO gap is 10.878 eV.

Table of Löwdin atomic charges, one value per atom, all in e: 0.01, -0.43, 0.12, 0.10, -0.03, 0.13, -0.15, 0.05, 0.05, -0.16, 0.05, 0.08, 0.10, 0.12, 0.15, 0.09, 0.12, 0.12, 0.11, 0.16, 0.06, 0.10, 0.07

--- Q ---
Molecular formula: C7H12N3O
Method: DFT, ωB97M-V/def2-TZVPD

Positions of all 23 atoms, in Å:
C  -0.767  0.385  1.299
N  -0.513  -0.377  0.022
C  -1.674  -1.337  0.029
C  -0.457  0.303  -1.263
C  0.800  -1.009  0.017
O  0.729  -2.461  0.023
N  1.929  -0.357  -0.105
C  2.259  1.002  0.042
C  3.600  1.046  0.068
N  4.122  -0.217  0.019
C  3.193  -1.064  -0.131
H  -0.038  1.052  1.710
H  -1.692  1.055  1.374
H  -1.013  -0.158  2.306
H  -2.622  -0.667  0.038
H  -1.797  -1.861  -0.868
H  -1.532  -2.068  0.902
H  -1.478  0.446  -1.795
H  -0.034  1.277  -1.083
H  0.098  -0.327  -1.949
H  1.452  1.584  0.327
H  4.275  1.900  0.266
H  3.339  -2.105  -0.320

Its SMILES is C[N+](C)(C)C(=O)n1ccnc1. The molecular weight is 154.2 g mol⁻¹. The calculation puts the LUMO energy at -4.66 eV. Its multiplicity is 1. The charge is +1. Its HOMO-LUMO gap is 8.990 eV.

Table of Löwdin atomic charges, one value per atom, all in e: -0.01, -0.27, 0.00, 0.02, -0.25, -0.02, 0.03, -0.03, -0.07, 0.11, -0.03, 0.08, 0.14, 0.16, 0.15, 0.09, 0.15, 0.16, 0.10, 0.13, 0.08, 0.14, 0.14

Question: which arrangement is favored energetically? Ranking from most to least stable: P, Q.

--- P ---
Molecular formula: C5H11NO3S
Method: DFT, ωB97M-V/def2-TZVPD

Positions of all 21 atoms, in Å:
C  -1.441  2.379  -0.202
C  -0.223  1.875  0.198
C  0.002  0.537  0.641
N  -0.902  -0.442  0.421
C  -0.621  -1.775  0.991
C  -1.234  -0.620  -1.022
S  1.974  0.096  -0.360
O  1.906  -0.438  -1.707
O  3.032  1.066  -0.212
O  2.351  -1.177  0.754
H  -1.409  3.400  -0.759
H  -2.455  1.963  -0.161
H  0.729  2.261  0.083
H  0.673  0.427  1.514
H  -1.360  -2.624  0.627
H  0.479  -1.928  0.737
H  -0.565  -1.779  2.120
H  -2.227  -0.999  -1.082
H  -1.431  0.354  -1.496
H  -0.451  -1.275  -1.494
H  3.173  -1.302  0.409

Its SMILES is C=C[C@@H](N(C)C)S(=O)(=O)O. The molecular weight is 165.2 g mol⁻¹. The calculation puts the LUMO energy at -0.16 eV. Its multiplicity is 1. The charge is 0. Its HOMO-LUMO gap is 8.841 eV.

Table of Löwdin atomic charges, one value per atom, all in e: 0.05, -0.16, -0.28, -0.20, -0.06, -0.06, 0.69, -0.35, -0.34, -0.22, 0.10, 0.07, 0.07, 0.13, 0.13, 0.07, 0.10, 0.07, 0.08, 0.11, -0.01

--- Q ---
Molecular formula: C5H11NO3S
Method: DFT, ωB97M-V/def2-TZVPD

Positions of all 21 atoms, in Å:
N  -3.513  -0.261  1.086
S  -2.583  0.051  -0.215
O  -2.291  1.418  -0.402
O  -3.258  -0.664  -1.313
O  -1.207  -0.719  0.142
C  0.147  -0.224  -0.265
C  0.732  1.121  0.212
C  2.136  0.952  -0.176
C  2.445  -0.696  -0.214
C  1.057  -1.248  0.157
H  -4.482  -0.595  0.520
H  -3.754  0.547  1.695
H  0.325  -0.115  -1.414
H  0.602  1.341  1.288
H  0.180  1.907  -0.499
H  3.002  1.437  0.414
H  2.283  1.355  -1.240
H  2.949  -1.075  -1.165
H  3.246  -0.926  0.426
H  0.847  -2.212  -0.238
H  1.137  -1.395  1.199

Its SMILES is NS(=O)(=O)OC1CCCC1. The molecular weight is 165.2 g mol⁻¹. The calculation puts the LUMO energy at 0.47 eV. Its multiplicity is 1. The charge is 0. Its HOMO-LUMO gap is 11.076 eV.

Table of Löwdin atomic charges, one value per atom, all in e: -0.11, 0.54, -0.27, -0.32, -0.21, -0.34, -0.19, -0.19, -0.13, -0.19, 0.17, 0.09, 0.19, 0.13, 0.15, 0.13, 0.12, 0.12, 0.07, 0.12, 0.12

Question: which arrangement is favored energetically? Ranking from most to least stable: Q, P.